121
Properties=species:S:1:pos:R:3:forces:R:3 method="wB97M-V/def2-TZVPD" lumo_ev=0.137 total_energy_ha=-3453.75166 homo_lumo_gap_ev=4.11 charge=-1 e_above_lowest_kcal_mol=132.7
C -3.3657 1.1547 -0.0187 -0.1 -3.9 -0.9
C -3.2206 -0.2409 -0.6014 -1.1 3.9 2.1
C -1.9493 -0.7827 -1.2993 0.8 0.4 2.9
P -1.8650 -1.6352 -3.0265 -2.4 -0.2 2.6
C -2.3276 -3.3072 -2.1215 1.1 -3.0 0.5
O -3.4942 -3.2655 -1.2787 0.5 -1.3 1.5
C -3.5127 -4.2530 -0.1961 -0.8 0.7 0.3
O -4.2232 -3.6108 0.9602 -1.0 -1.4 -2.6
C -5.6803 -3.6751 0.7428 -1.2 -0.2 0.2
C -6.4573 -2.2511 1.0392 -0.1 0.6 -0.5
O -5.8746 -1.5393 2.2087 -0.5 0.7 -2.1
C -1.7021 -2.7390 -4.5791 1.9 -2.9 -2.8
C -1.2397 -2.0959 -5.9710 -5.9 0.7 -6.5
O -2.2116 -1.9193 -6.9189 6.6 -1.0 6.0
F 0.0765 -1.6845 -6.4974 -2.8 -1.3 2.2
C -3.6232 -1.3017 -3.5921 -2.7 -0.2 -3.5
C -4.4632 0.0357 -3.4025 -3.0 0.1 -0.6
C -5.8601 -0.3966 -2.5699 0.8 -0.2 1.0
C -5.1896 0.5943 -4.8154 -0.3 0.5 -0.1
O -0.2815 -1.9543 -2.4346 1.3 0.4 -1.4
C 0.8724 -2.0558 -3.1568 5.1 -1.5 0.2
C 2.0423 -0.8526 -2.9921 -0.4 0.7 0.6
C 2.7830 -0.5441 -4.4232 0.4 0.5 -0.5
C 3.0941 -1.2351 -1.7608 -0.3 0.0 -0.5
C 4.3368 -0.1785 -1.5922 0.3 0.1 0.0
C 3.9250 1.3968 -1.7967 0.2 0.3 0.0
C 5.1389 -0.3397 -0.1451 0.1 0.3 -0.8
P -1.0407 0.1737 -4.0319 1.2 2.6 -0.7
N -2.0768 0.7744 -5.3430 0.5 1.4 -0.9
O -1.0516 1.5721 -2.9736 -1.5 -0.9 -0.4
H -3.9088 1.1849 1.0396 0.5 0.4 -2.8
H -2.9586 2.1277 -0.5197 -0.1 -2.0 1.5
H -4.1852 -0.9191 -0.4086 2.9 1.1 0.0
H -1.0251 -0.0499 -1.0879 -2.3 -1.2 -0.8
H -1.5890 -1.6774 -0.5711 -1.1 1.9 -1.5
H -2.4644 -4.2002 -2.8776 0.1 1.4 1.2
H -1.4117 -3.6591 -1.4376 -1.8 0.9 -1.4
H -4.1149 -5.1906 -0.5664 1.1 1.6 0.8
H -2.4710 -4.5702 0.2248 -1.7 0.9 -1.0
H -5.9522 -4.0263 -0.3628 0.7 0.9 2.3
H -6.1473 -4.4938 1.4707 1.1 1.7 -1.3
H -6.4101 -1.4982 0.1353 0.1 -1.8 1.5
H -7.6201 -2.4363 1.2300 2.5 0.1 -0.3
H -5.6416 -0.6176 1.8702 -0.4 -2.0 0.7
H -2.7369 -3.3017 -4.8051 2.4 1.8 0.2
H -0.9778 -3.6709 -4.3749 -1.1 2.2 -0.3
H -4.3720 -2.2211 -3.4206 1.7 1.9 0.0
H -3.5687 -1.3227 -4.7951 0.2 0.0 2.6
H -3.9474 0.9826 -2.9648 -0.8 -2.0 -0.4
H -6.0988 0.4826 -1.8364 -0.1 -1.6 -1.4
H -5.6908 -1.3728 -1.9145 -0.2 2.1 -1.3
H -6.7439 -0.6677 -3.3039 1.8 0.8 1.5
H -4.5995 1.4931 -5.2890 -1.0 -2.1 0.7
H -5.3658 -0.2870 -5.5847 0.7 1.8 1.5
H -6.2794 1.0282 -4.5909 2.3 -0.9 -0.2
H 1.4814 -2.9662 -2.6474 -1.2 1.5 -1.1
H 0.9553 -2.3430 -4.2782 -1.2 0.7 1.7
H 1.4940 0.1312 -2.6383 1.0 -1.9 -0.8
H 2.3328 0.4551 -4.8908 0.9 -2.2 1.0
H 3.9630 -0.3977 -4.3362 -2.5 -0.3 0.0
H 2.6416 -1.3745 -5.2457 0.1 1.4 1.8
H 2.4457 -1.3315 -0.7643 1.5 0.3 -2.1
H 3.5513 -2.2887 -2.0084 -0.8 1.9 0.6
H 5.1085 -0.4322 -2.4669 -1.5 0.6 2.0
H 3.7092 1.6346 -2.9424 0.3 -0.5 2.6
H 2.9912 1.7272 -1.1382 1.9 -0.8 -1.4
H 4.8445 2.0741 -1.4614 -1.9 -1.4 -0.7
H 4.4495 -0.0716 0.7764 1.3 -0.7 -1.9
H 6.0050 0.4527 -0.1748 -1.6 -1.5 0.2
H 5.6344 -1.4067 -0.0300 -1.2 2.2 -0.1
H -2.2557 1.8219 -5.2766 0.3 -1.9 0.3
H -1.5844 0.6710 -6.2765 -0.7 -0.1 1.6
H -1.9548 1.7483 -2.5851 1.3 -0.5 -0.5
C 10.4623 -4.2414 4.2085 -0.3 0.0 0.2
C 10.0583 -3.9227 2.9122 -0.4 0.1 0.1
C 8.7412 -3.5306 2.6678 0.3 -0.1 0.0
C 7.8212 -3.4687 3.7215 0.6 -0.2 -0.2
C 8.2189 -3.8111 5.0133 0.6 -0.1 -0.2
C 9.5458 -4.1873 5.2595 0.2 0.0 -0.3
C 7.2448 -3.7972 6.1237 0.3 -0.3 1.3
O 7.5941 -4.0944 7.2594 -0.2 0.1 -0.6
C 5.8426 -3.4287 5.8441 -0.6 0.1 0.2
C 4.8959 -3.4673 6.8762 -0.3 0.1 0.0
C 3.5704 -3.1076 6.6233 0.4 -0.1 0.0
C 3.1894 -2.7003 5.3451 0.3 0.0 -0.2
C 4.1291 -2.6663 4.3138 -0.2 0.0 0.2
C 5.4564 -3.0407 4.5620 -0.6 0.1 0.2
C 6.4347 -3.0357 3.4566 -0.5 0.5 -1.5
O 6.0997 -2.6824 2.3318 0.3 -0.3 0.8
H 11.4911 -4.5381 4.4005 -0.2 0.1 0.0
H 10.7695 -3.9772 2.0910 -0.1 0.0 0.1
H 8.4343 -3.2782 1.6542 -0.1 0.0 0.3
H 9.8669 -4.4428 6.2678 -0.3 0.1 -0.2
H 5.1858 -3.7811 7.8777 0.1 0.1 -0.3
H 2.8358 -3.1433 7.4249 0.2 0.0 -0.1
H 2.1585 -2.4131 5.1495 0.2 -0.1 0.0
H 3.8233 -2.3520 3.3173 0.2 -0.1 0.2
C -4.3136 9.1298 4.1224 0.1 -0.2 -0.3
C -3.6926 8.4136 5.1454 0.2 -0.2 -0.2
C -2.7978 7.3880 4.8362 -0.2 0.3 0.1
C -2.5320 7.0690 3.4990 -0.4 0.4 0.4
C -3.1715 7.7687 2.4765 -0.3 0.4 0.5
C -4.0558 8.8095 2.7887 -0.1 0.1 0.3
C -2.9366 7.4080 1.0634 -0.5 0.6 -1.2
O -3.4953 8.0245 0.1645 0.3 -0.3 0.5
C -2.0261 6.2887 0.7499 0.2 -0.3 -0.4
C -1.8391 5.8986 -0.5826 0.2 -0.3 -0.1
C -0.9695 4.8497 -0.8889 -0.2 0.3 0.1
C -0.2788 4.1953 0.1307 -0.1 0.1 0.3
C -0.4675 4.5781 1.4595 0.0 -0.1 -0.3
C -1.3506 5.6207 1.7701 0.3 -0.4 -0.3
C -1.5705 5.9945 3.1812 0.8 -0.9 0.9
O -0.9674 5.4168 4.0783 -0.4 0.4 -0.5
H -5.0039 9.9353 4.3632 0.1 -0.1 -0.1
H -3.9032 8.6549 6.1849 0.1 -0.1 -0.2
H -2.3128 6.8366 5.6400 0.0 0.0 -0.3
H -4.5484 9.3693 1.9955 0.2 -0.3 0.1
H -2.3721 6.4064 -1.3849 0.1 0.0 0.3
H -0.8297 4.5449 -1.9239 0.0 0.0 0.2
H 0.4041 3.3830 -0.1082 -0.2 0.1 0.0
H 0.0714 4.0594 2.2506 -0.2 0.2 -0.1